The following is a DFT calculation (ωB97M-V with the def2-TZVPD basis set) of 15 unconnected molecules or ions with the total composition C55H150N12O16.

Last column: Mulliken charge in e.
Positions of all 233 atoms, in Å:
O  -0.47872  2.70877  1.25127  1.2651
H  -0.74546  2.90531  2.13175  -0.2658
H  -1.28860  1.28954  1.17424  -0.6095
H  0.56847  2.95670  1.32288  -0.1967
O  1.57991  1.37512  -1.67590  0.4447
H  1.23000  0.38595  -0.31127  -1.0937
H  2.26519  1.05396  -2.56979  0.1069
H  1.16889  2.24944  -2.03439  -0.3343
O  1.23883  -0.13222  0.51955  1.8870
C  0.21757  -1.13415  0.46909  0.0380
C  -1.11189  -0.45044  0.04189  0.7834
O  -1.72290  0.32270  0.97135  0.8952
H  -0.01484  -1.39081  1.47538  -0.8549
H  0.52525  -1.97974  -0.06681  0.4054
H  -1.82136  -1.27176  -0.18289  -0.3691
H  -0.84772  0.05620  -0.93673  -0.2981
C  -2.56420  -1.30343  6.07215  -1.8984
C  -2.78772  -2.50399  5.11224  1.5319
C  -4.06780  -3.14877  5.67560  -1.4330
C  -4.47159  -4.35157  4.94810  -0.5991
C  -4.65446  -3.92127  3.52062  -1.5558
C  -3.47606  -3.12067  2.89564  2.0214
N  -2.98539  -2.07507  3.75821  0.0940
O  -1.72679  -1.57175  3.27603  1.2937
C  -2.43600  -4.12256  2.40034  -1.9739
C  -4.06453  -2.47259  1.65368  -0.9233
C  -1.58518  -3.52853  5.31967  -1.3122
H  -1.54065  -1.01554  6.20972  0.2674
H  -2.96565  -1.64349  7.02551  0.5555
H  -3.22197  -0.48360  5.73726  0.1676
H  -3.83746  -3.35654  6.71752  0.5384
H  -4.86147  -2.40836  5.65039  0.3547
H  -5.45441  -4.74624  5.19628  0.4751
H  -3.75465  -5.17721  5.02637  0.2747
H  -5.52125  -3.21801  3.51495  0.4033
H  -4.96751  -4.78427  2.94300  0.3366
H  -1.48295  -3.68595  2.04871  -0.1139
H  -2.19982  -4.94282  3.11278  0.4816
H  -2.91525  -4.69502  1.59708  0.6060
H  -4.82735  -1.71385  1.89948  0.5477
H  -3.24771  -1.98605  1.14077  -0.5526
H  -4.44561  -3.27237  0.86867  0.2520
H  -1.51358  -3.71061  6.40823  0.4464
H  -0.61234  -3.05374  5.21134  -0.0919
H  -1.63292  -4.41401  4.71625  0.3367
H  -1.97622  -1.01356  2.51980  -0.6478
C  2.23442  -1.26174  -3.92366  0.3883
C  3.55768  -0.71820  -4.29981  0.2090
C  3.26002  0.04288  -5.58472  -0.8977
O  4.24732  0.77965  -6.15590  -0.4558
C  3.95529  1.30984  -7.41317  -0.6901
N  3.93978  0.28116  -3.35960  -0.5272
H  1.80985  -0.45296  -3.39642  -0.5765
H  2.38290  -2.14846  -3.29754  0.1570
H  1.70868  -1.61971  -4.81681  -0.3272
H  4.29526  -1.51469  -4.44864  0.6202
H  2.35629  0.68238  -5.28600  0.0103
H  2.82617  -0.62501  -6.27484  0.7305
H  3.53120  0.64884  -8.18588  0.3160
H  4.92659  1.57356  -7.79272  0.2875
H  3.28468  2.17268  -7.30295  0.2151
H  4.33796  -0.07312  -2.49404  -0.0214
H  4.61715  0.87323  -3.82736  0.2412
C  4.66017  -5.82999  -5.59393  -1.3367
C  3.52812  -6.80913  -5.80421  0.1699
C  2.32083  -6.27147  -4.99167  -0.5461
O  2.04017  -5.00352  -5.36370  -0.2623
C  0.82105  -4.55547  -4.93863  -0.6436
N  3.12422  -7.08324  -7.14802  -0.6781
H  5.53856  -6.08140  -6.23172  0.3829
H  4.99952  -5.96651  -4.60956  0.3940
H  4.44895  -4.75841  -5.75674  0.2258
H  3.84044  -7.73547  -5.37791  0.3570
H  2.62975  -6.28659  -3.94345  0.1864
H  1.52571  -6.97872  -5.11229  0.4192
H  0.66448  -3.61725  -5.35085  0.1798
H  0.83584  -4.41940  -3.88253  0.1109
H  0.07253  -5.33395  -5.18366  0.4917
H  2.22994  -7.61136  -7.09918  0.2722
H  3.05602  -6.22038  -7.71511  0.2898
C  -3.98534  -3.30735  -2.23504  -0.8761
C  -3.62042  -2.93043  -3.66060  0.2397
C  -2.56906  -1.84190  -3.59313  0.7656
O  -2.42230  -1.32466  -4.96999  -0.6119
C  -1.31737  -0.47790  -5.14667  -0.1046
N  -3.18434  -4.17457  -4.41320  -0.6838
H  -4.44966  -4.31825  -2.25850  0.4836
H  -4.67689  -2.53566  -1.86209  0.3278
H  -3.17021  -3.34838  -1.56404  -0.2443
H  -4.55220  -2.58234  -4.10083  0.1971
H  -1.53992  -2.24628  -3.33533  0.1102
H  -2.95262  -1.10051  -2.86286  -0.3095
H  -1.34941  0.39632  -4.42608  0.0541
H  -1.18482  -0.14858  -6.15873  0.4825
H  -0.42717  -1.09413  -4.95419  -0.1430
H  -3.11842  -3.94148  -5.43149  0.2784
H  -3.92093  -4.86206  -4.32524  0.2252
C  3.26334  4.27185  -0.18712  -1.7495
C  3.40568  3.63196  1.11592  2.1256
C  3.56263  4.67453  2.20814  -1.2823
O  3.81270  3.96833  3.47378  -0.1074
C  3.61655  4.85970  4.51182  -0.7986
N  2.19171  2.80899  1.37145  0.9122
H  3.08274  3.65473  -1.04133  0.2953
H  4.20747  4.91924  -0.39892  0.3734
H  2.34672  4.85904  -0.19467  -0.0547
H  4.27665  2.99202  1.03920  -0.4801
H  2.65952  5.32695  2.28453  0.2054
H  4.47870  5.22226  1.97425  0.5230
H  3.97568  4.41002  5.40683  0.2720
H  2.59917  5.19136  4.60553  0.1630
H  4.35442  5.70393  4.35034  0.3236
H  2.22131  2.43585  2.35496  -0.3052
H  1.94677  2.04823  0.72730  -0.7739
C  -3.98590  2.60539  5.75933  -1.7184
C  -3.07360  2.96394  4.62753  0.8513
C  -1.58462  2.88010  4.97987  -0.9005
O  -0.68760  3.65344  4.12223  0.0053
C  -0.86638  5.07967  4.28109  -0.8676
N  -3.38187  2.33162  3.35941  0.1377
H  -3.84285  1.58253  6.08709  0.2024
H  -4.95452  2.74027  5.40946  0.5054
H  -3.79213  3.41213  6.48967  0.4661
H  -3.22666  4.09007  4.47368  0.1439
H  -1.18066  1.88543  4.89761  -0.2367
H  -1.35708  3.22031  6.01537  0.5250
H  -1.61151  5.47194  3.59056  0.1787
H  0.03097  5.60015  3.97429  0.1829
H  -1.18114  5.17746  5.33592  0.4281
H  -3.31219  1.32362  3.33478  -0.1745
H  -4.31729  2.60250  3.11656  0.1365
C  1.74666  -4.73679  2.41616  -0.9122
C  2.19327  -5.63800  1.21774  0.1374
C  0.99729  -5.97961  0.30872  -1.1127
O  0.40697  -4.82206  -0.15116  0.4575
C  -0.72509  -4.91234  -0.94805  -0.9051
N  3.28124  -5.01423  0.46614  -0.5259
H  1.40995  -3.70916  2.19269  -0.1965
H  2.66103  -4.59717  2.97892  0.3084
H  1.03113  -5.28135  3.00882  0.4244
H  2.59958  -6.54216  1.64404  0.4850
H  0.24653  -6.57819  0.85528  0.4639
H  1.33584  -6.63373  -0.49448  0.2414
H  -0.57266  -5.18309  -1.99487  0.3708
H  -1.26541  -3.97383  -0.81385  -0.3578
H  -1.32510  -5.72601  -0.61173  0.5753
H  2.90347  -4.55032  -0.35277  0.1314
H  3.95473  -5.71837  0.02112  0.2752
C  6.88000  -1.49413  0.47822  -1.8534
C  5.57793  -0.84890  0.98356  2.0362
C  5.45401  0.62434  0.69793  0.1027
O  6.39431  1.40818  1.50996  -0.5006
C  5.97474  1.45259  2.90997  -0.1511
N  4.42217  -1.51264  0.31370  -0.2885
H  6.94240  -1.46150  -0.61502  0.3163
H  6.78251  -2.56577  0.66701  0.4486
H  7.75764  -1.04268  0.92523  0.3476
H  5.50785  -1.05192  2.06407  -0.9617
H  4.40488  0.98916  0.84542  -0.1673
H  5.63834  0.66591  -0.40008  0.0350
H  6.53416  2.26369  3.27345  0.4178
H  6.16067  0.48899  3.43350  0.2178
H  4.91157  1.64339  2.99694  -0.1563
H  4.44540  -2.48277  0.52847  0.2547
H  3.56418  -1.02125  0.62633  -0.3866
C  -5.89024  2.38290  0.01446  -1.4633
C  -5.06146  1.46447  -0.75069  1.7461
C  -5.39780  1.24135  -2.22723  -0.6244
O  -6.64966  0.60365  -2.37483  -0.4357
C  -6.96997  0.50168  -3.74034  -0.6311
N  -3.66473  1.94107  -0.66680  0.1843
H  -6.92421  1.98204  0.18297  0.3961
H  -5.89072  3.41410  -0.30678  0.2971
H  -5.38982  2.37878  1.04864  0.1304
H  -5.09157  0.50315  -0.21629  -0.4810
H  -4.70058  0.63272  -2.69557  0.2217
H  -5.45691  2.19983  -2.75103  0.3049
H  -7.10000  1.58026  -4.08287  0.2873
H  -7.80521  -0.14082  -3.80913  0.2768
H  -6.06433  0.13896  -4.22102  0.2282
H  -3.13516  1.18902  -0.21065  -0.4982
H  -3.63852  2.76153  -0.02692  -0.1593
C  2.49834  0.65429  5.64123  -1.5108
C  2.46520  0.22065  4.16915  3.1190
C  2.89303  -1.22215  3.93014  -0.0368
O  4.37708  -1.36145  4.00346  -0.2181
C  4.77955  -2.72915  4.18842  -0.7119
N  1.15625  0.57877  3.58612  0.4323
H  3.36893  0.10813  6.08135  0.4177
H  1.57154  0.40547  6.21558  0.2659
H  2.68203  1.72439  5.70883  0.1698
H  3.14493  0.92050  3.58327  -2.2708
H  2.52236  -1.51350  2.95016  -0.2207
H  2.41902  -1.91422  4.65305  0.3792
H  4.32114  -3.38713  3.41471  0.1133
H  4.59036  -3.10560  5.20503  0.3330
H  5.81382  -2.72425  3.82254  0.2961
H  1.15337  0.32965  2.62662  -0.8566
H  0.33121  0.32513  4.03879  -0.0917
C  -4.83628  6.98876  0.79931  -1.2230
C  -3.74732  7.14729  -0.27957  -0.2850
C  -2.47140  6.44426  0.26047  -0.0844
O  -1.45943  6.44901  -0.76313  -0.4293
C  -0.23678  5.92713  -0.22658  -0.4829
N  -4.14373  6.70648  -1.60774  -0.5994
H  -5.83361  7.26759  0.39530  0.3519
H  -4.42409  7.53355  1.64796  0.3908
H  -4.80310  5.91263  0.95407  0.1772
H  -3.39613  8.10763  -0.45882  0.5850
H  -2.83243  5.39138  0.53881  -0.1001
H  -2.05173  6.97417  1.12927  0.5070
H  0.12259  6.61734  0.56620  0.4812
H  0.57294  5.95667  -0.99803  0.1328
H  -0.45364  4.97030  0.22480  0.1411
H  -4.16916  5.68210  -1.64635  0.1528
H  -3.43552  7.03430  -2.27561  0.3916
C  -2.06614  4.37252  -3.86408  -1.0523
C  -0.84121  3.52004  -3.63432  1.2362
C  0.42799  4.20286  -4.21456  -1.3738
O  1.40600  3.27190  -4.55424  -0.1288
C  2.61587  3.88934  -4.89281  -0.7696
N  -0.72008  2.93785  -2.24886  0.7359
H  -2.20987  4.92953  -2.87458  0.0393
H  -2.94089  3.70968  -4.02421  0.1738
H  -1.94288  5.07814  -4.69741  0.5047
H  -0.87189  2.62516  -4.24092  -0.3820
H  0.79371  4.86036  -3.32695  0.1656
H  0.22695  4.84163  -5.06538  0.5907
H  3.02036  4.45134  -4.04657  0.2960
H  2.51354  4.55804  -5.70579  0.3413
H  3.30478  3.06692  -5.01131  0.1792
H  -1.30203  3.40230  -1.63800  -0.2267
H  -1.11233  1.97677  -2.13743  -0.4740

Values from the calculation:
Gap between HOMO and LUMO: 0.3343 Eh
HOMO energy: -8.507 eV
Charge: 0